(1)
Formula: C16H26O5
Source: OMol25
Level of theory: ωB97M-V with the def2-TZVPD basis set

Structure (XYZ):
```
47
Properties=species:S:1:pos:R:3:forces:R:3:nbo_charge:R:1
C -6.1594 -0.0766 -0.6837 0.0 0.0 0.0 -0.267
H -7.1311 0.2222 -1.0723 0.0 -0.1 0.0 0.196
H -5.9022 -1.0659 -1.0739 0.0 0.0 0.0 0.171
O -5.2428 0.9060 -1.1293 0.0 0.2 0.0 -0.543
C -4.0096 0.9262 -0.4649 0.3 -0.1 -0.4 0.386
C -3.2308 -0.3912 -0.5505 0.0 0.5 0.3 -0.479
H -3.7069 -1.1256 0.1003 -0.1 -0.1 0.0 0.217
H -3.2737 -0.7353 -1.5837 0.0 0.0 0.0 0.226
C -1.7705 -0.2125 -0.1124 -0.1 -0.1 -0.7 0.105
O -1.6912 0.0191 1.2780 -0.1 0.0 0.4 -0.757
H -2.4721 0.5362 1.5255 0.1 0.0 0.0 0.496
C -0.9206 -1.4418 -0.4940 0.2 0.4 0.2 -0.229
C -1.1952 -2.6328 0.4180 0.1 0.2 -0.2 -0.623
H -1.1101 -2.3287 1.4567 0.0 -0.1 0.1 0.225
H -0.4865 -3.4335 0.2203 0.1 -0.1 0.0 0.207
H -2.1982 -3.0151 0.2485 -0.1 -0.1 0.1 0.210
H -1.1863 -1.7006 -1.5241 0.0 0.0 0.0 0.210
C 0.5798 -1.0981 -0.5404 0.1 -0.4 0.3 0.083
C 1.1636 -0.6732 0.8196 -0.4 0.0 -0.1 -0.111
O 2.4076 -0.0258 0.6492 0.2 0.2 0.0 -0.551
C 3.5098 -0.8990 0.4582 0.1 -0.1 0.0 -0.102
C 4.7144 -0.0613 0.1262 -0.1 -0.1 0.1 0.047
C 5.7160 0.1578 1.0607 -0.1 -0.1 0.0 -0.230
C 6.8065 0.9502 0.7457 0.1 0.0 0.0 -0.207
C 6.9006 1.5372 -0.5041 0.1 0.0 0.0 -0.215
C 5.9008 1.3284 -1.4393 0.0 0.0 -0.1 -0.195
C 4.8142 0.5323 -1.1262 0.0 0.0 0.1 -0.233
H 4.0362 0.3671 -1.8577 -0.1 0.0 -0.1 0.212
H 5.9692 1.7856 -2.4156 0.0 0.0 -0.1 0.212
H 7.7507 2.1568 -0.7491 0.1 0.0 0.0 0.213
H 7.5830 1.1116 1.4790 0.1 0.0 0.1 0.212
H 5.6429 -0.2949 2.0390 0.0 -0.1 0.1 0.210
H 3.6793 -1.4830 1.3750 0.0 0.1 -0.1 0.174
H 3.3073 -1.5993 -0.3647 0.0 0.0 0.1 0.176
H 1.2580 -1.5369 1.4865 0.0 0.0 0.0 0.175
H 0.5080 0.0670 1.2801 0.1 -0.1 0.0 0.228
O 0.7913 -0.0652 -1.4769 0.1 0.3 -0.1 -0.733
H 1.4970 0.4904 -1.1086 -0.1 -0.1 -0.1 0.484
H 1.1114 -2.0009 -0.8937 -0.1 0.1 0.1 0.151
H -1.3504 0.6514 -0.6552 -0.1 -0.2 0.1 0.179
O -4.1556 1.2542 0.8991 0.1 -0.3 0.0 -0.573
C -4.6149 2.5705 1.1289 -0.1 0.2 0.0 -0.255
H -3.8804 3.3015 0.7738 0.0 0.0 0.0 0.174
H -5.5670 2.7467 0.6224 0.0 0.0 0.1 0.186
H -4.7433 2.6660 2.2049 0.0 0.1 0.0 0.196
H -3.4528 1.7255 -0.9837 -0.1 -0.1 0.2 0.161
H -6.1959 -0.1130 0.4083 -0.1 0.0 0.0 0.181
```
Forces are in eV/Å.

**Maximum force**: 0.743 eV Å⁻¹
**DFT total energy**: -1001.43235 a.u.
**Highest occupied orbital energy**: -9.27 eV
**Total charge**: 0
**Energy above the lowest of the compared OMol25 structures with the same formula, charge and spin**: 31.32 kcal per mole



(2)
Formula: C16H27AsAuClO5Si2
Source: OMol25
Level of theory: ωB97M-V with the def2-TZVPD basis set

Structure (XYZ):
```
53
Properties=species:S:1:pos:R:3:forces:R:3:nbo_charge:R:1
Au 1.4027 0.5737 0.6565 0.2 0.0 0.2 0.575
C -2.8042 -0.1822 1.5979 0.1 0.2 0.1 -1.119
Si -1.7502 -1.6690 1.1016 -0.3 0.0 0.1 1.351
C -2.4248 -3.1182 2.1239 0.1 -0.1 0.1 -1.126
C -2.2827 -2.0773 -0.6682 0.2 0.0 -0.2 -1.127
As 0.4699 -1.3905 1.7018 -0.2 -0.1 0.0 -0.679
Si 1.3108 -2.9123 0.1685 0.2 -0.1 -0.2 1.360
C 3.1446 -3.1092 0.5483 0.1 0.1 0.1 -1.128
C 1.1931 -2.4605 -1.6532 -0.1 0.2 -0.1 -1.145
C 0.5815 -4.6630 0.3023 -0.2 -0.1 0.1 -1.130
H -3.7889 -0.5027 1.9556 0.0 0.0 0.0 0.208
H -2.9461 0.4991 0.7531 0.0 -0.1 0.1 0.227
H -2.3122 0.3867 2.3929 -0.1 0.0 0.0 0.247
H -3.4854 -3.3172 1.9261 0.1 0.0 0.0 0.205
H -2.3012 -2.8991 3.1898 0.0 0.0 -0.1 0.227
H -1.8530 -4.0288 1.9115 -0.1 0.1 0.0 0.225
H -3.3765 -2.0749 -0.7450 0.0 0.0 0.0 0.212
H -1.9146 -3.0619 -0.9756 -0.1 0.1 0.0 0.221
H -1.8865 -1.3424 -1.3751 -0.1 -0.1 0.1 0.232
H 3.6531 -2.1535 0.3767 0.0 -0.1 0.0 0.256
H 3.6182 -3.8768 -0.0746 0.0 0.0 0.0 0.205
H 3.2857 -3.3708 1.6022 0.0 0.0 -0.1 0.226
H 1.6688 -1.4851 -1.8084 0.0 -0.1 0.0 0.269
H 0.1478 -2.3734 -1.9657 0.1 0.0 0.0 0.222
H 1.6869 -3.2041 -2.2914 0.0 0.0 0.1 0.206
H 0.5354 -4.9901 1.3473 0.0 0.0 -0.1 0.223
H 1.2010 -5.3768 -0.2539 0.0 0.0 0.0 0.211
H -0.4362 -4.7070 -0.1034 0.1 0.0 0.0 0.217
O 2.1335 2.6021 1.8971 0.0 -0.3 0.1 -0.829
C 2.4989 2.3830 3.0943 -0.2 0.0 -0.3 0.644
O 2.4630 1.3530 3.7744 0.0 0.1 -0.2 -0.736
H 2.9108 3.2925 3.5949 0.1 0.2 0.1 -0.004
C -1.7105 1.3554 -2.2654 0.0 0.1 0.1 -0.642
C -1.3623 2.4530 -1.2998 0.0 -0.1 0.0 0.027
C -2.2812 2.9453 -0.3910 0.0 0.0 0.0 -0.257
C -1.8985 3.8927 0.5499 0.0 0.0 0.0 -0.063
Cl -3.0971 4.5200 1.6743 0.1 -0.1 0.0 -0.067
C -0.5954 4.3283 0.6222 0.0 0.0 0.0 -0.199
C 0.3357 3.8567 -0.2972 0.1 0.1 0.2 -0.269
C -0.0475 2.9489 -1.2694 0.0 0.0 -0.1 0.300
O 0.7603 2.4831 -2.2439 0.1 -0.2 0.0 -0.502
C 2.1071 2.9355 -2.3535 -0.1 0.0 -0.1 -0.190
C 3.2200 2.1108 -1.6747 0.1 -0.2 0.2 0.757
O 4.3385 2.6108 -1.8766 -0.1 -0.2 0.0 -0.746
O 2.9260 1.0305 -1.0941 -0.1 0.4 -0.1 -0.796
H -2.7801 1.1373 -2.2393 0.0 0.0 0.0 0.196
H -1.1608 0.4517 -1.9940 0.0 0.0 -0.1 0.238
H -1.4159 1.6112 -3.2840 0.0 0.0 0.0 0.215
H -3.2992 2.5753 -0.3989 0.0 0.0 0.0 0.210
H -0.2887 5.0081 1.4056 0.0 0.0 0.0 0.222
H 1.3696 4.1540 -0.1987 0.0 0.0 0.1 0.249
H 2.2139 3.9779 -2.0556 -0.1 0.0 0.0 0.182
H 2.3230 2.8703 -3.4184 0.0 0.1 -0.1 0.190
```
Forces are in eV/Å.

**Maximum force**: 0.451 eV Å⁻¹
**DFT total energy**: -4412.88246 a.u.
**Highest occupied orbital energy**: -1.67 eV
**Total charge**: -2
**Energy above the lowest of the compared OMol25 structures with the same formula, charge and spin**: 18.50 kcal per mole



(3)
Formula: C16H27B3O9S
Source: OMol25
Level of theory: ωB97M-V with the def2-TZVPD basis set

Structure (XYZ):
```
56
Properties=species:S:1:pos:R:3:forces:R:3:nbo_charge:R:1
O 2.5008 -1.4935 2.2833 1.8 0.1 -1.0 -0.928
S 3.0499 -2.0971 1.0672 -3.2 -0.7 0.2 1.953
O 2.0017 -2.8883 0.3956 2.0 0.6 -0.2 -0.954
C 3.6950 -0.8566 -0.1124 -0.1 0.4 -0.2 -1.005
B 2.9700 0.5666 0.2220 0.9 0.2 -0.5 1.175
O 3.2852 1.2875 1.4053 -2.5 -0.9 -1.0 -0.879
B 2.0162 1.7776 1.8529 0.9 1.3 -0.7 1.008
O 1.2766 2.6004 0.9641 0.0 -2.5 -0.2 -0.890
B 1.0083 1.8105 -0.1899 0.0 0.8 -0.8 1.195
C -0.4144 1.7888 -0.9158 -0.2 -0.2 -0.4 -0.812
C -1.3405 0.6143 -0.4699 -1.9 -0.9 1.1 0.008
C -2.5817 0.9847 0.2385 -0.1 -2.0 0.0 -0.240
C -3.5498 -0.0277 0.6727 1.9 -0.8 -1.2 -0.210
C -3.2876 -1.4453 0.3950 1.6 1.2 -0.7 -0.235
C -2.0516 -1.8332 -0.2984 -0.5 2.5 0.3 -0.208
C -1.0936 -0.8016 -0.7266 -1.5 0.5 0.9 -0.234
O 2.0596 1.0318 -0.7543 -0.2 -0.2 2.4 -0.898
H 4.0620 -2.9831 1.3892 -0.1 0.7 -0.2 0.021
H 3.3725 -1.1950 -1.1369 0.4 0.1 1.2 0.285
H 4.8051 -0.7139 -0.0976 -0.8 -0.5 0.3 0.297
H 1.5299 1.4956 2.8894 0.3 0.1 0.3 -0.091
H -0.2660 1.6804 -2.0316 -0.1 0.3 1.1 0.248
H -0.9497 2.7526 -0.7035 0.4 -0.9 -0.3 0.258
H -2.8493 2.0516 0.4662 0.7 -1.4 -0.6 0.250
H -4.4976 0.2880 1.1782 1.0 -0.3 -0.5 0.213
H -4.0045 -2.2559 0.6780 0.7 1.0 -0.2 0.216
H -1.8447 -2.8986 -0.5341 -0.2 1.0 0.3 0.221
H -0.1634 -1.0949 -1.2663 -0.9 0.2 0.5 0.221
O -3.5902 3.8240 0.7380 -0.5 0.2 0.3 -0.585
C -4.0534 3.8990 1.8495 0.3 0.4 0.0 0.810
O -5.3741 3.7362 2.0342 -0.2 -0.4 -0.4 -0.504
C -5.9958 3.6107 3.3194 0.0 0.2 0.2 -0.069
C -6.2977 4.9697 3.9167 0.1 0.2 0.0 -0.637
C -3.1856 4.2632 3.0246 0.2 -0.5 0.3 -0.746
H -5.3975 2.9836 3.9835 0.1 0.1 0.0 0.178
H -6.9314 3.0757 3.1511 0.1 0.0 -0.2 0.200
H -5.3865 5.5457 4.0860 0.0 -0.1 0.1 0.208
H -6.8207 4.8632 4.8686 0.0 0.0 0.0 0.220
H -6.9201 5.5539 3.2363 0.0 -0.1 0.0 0.221
H -3.0868 5.3481 3.0738 0.0 0.0 0.0 0.247
H -2.2009 3.8201 2.8740 0.0 0.2 -0.2 0.253
H -3.5510 3.8843 3.9765 -0.1 0.2 0.0 0.218
O 5.7685 -2.7937 -1.6808 -0.1 0.1 -0.3 -0.596
C 5.2171 -3.4928 -2.4951 -0.2 -0.1 0.4 0.806
O 5.0593 -3.0523 -3.7540 0.4 0.3 -0.1 -0.505
C 4.5985 -3.8685 -4.8388 -0.3 -0.1 -0.1 -0.068
C 3.0849 -3.9061 -4.8904 -0.1 0.0 0.2 -0.638
C 4.6185 -4.8162 -2.0986 0.3 -0.5 -0.1 -0.752
H 5.0422 -4.8651 -4.7941 0.0 0.0 0.1 0.177
H 4.9784 -3.4031 -5.7493 0.1 0.1 0.2 0.200
H 2.6627 -4.3509 -3.9878 0.0 -0.1 -0.1 0.211
H 2.7443 -4.4835 -5.7515 0.0 0.0 0.0 0.220
H 2.6819 -2.8942 -4.9633 0.1 0.0 -0.1 0.222
H 3.6246 -4.6483 -1.6795 0.0 0.0 0.0 0.260
H 5.2565 -5.2672 -1.3386 -0.1 0.2 0.1 0.245
H 4.5569 -5.5340 -2.9135 -0.2 0.1 0.0 0.218
```
Forces are in eV/Å.

**Maximum force**: 3.310 eV Å⁻¹
**DFT total energy**: -1775.96241 a.u.
**Highest occupied orbital energy**: -8.39 eV
**Total charge**: 0



(4)
Formula: C16H27Br2N2O
Source: OMol25
Level of theory: ωB97M-V with the def2-TZVPD basis set

Structure (XYZ):
```
48
Properties=species:S:1:pos:R:3:forces:R:3:nbo_charge:R:1
C 1.7515 0.5994 2.7104 0.2 0.5 0.0 -0.247
O 1.5021 1.3097 1.5190 -0.2 0.0 -0.1 -0.548
C 0.7745 2.4977 1.7354 0.2 -0.4 -0.3 -0.055
C 0.3789 3.0615 0.3874 0.0 0.4 0.1 -0.408
C -0.4152 2.0784 -0.4528 -0.3 -0.2 0.7 -0.402
C -1.8109 1.7634 0.1257 0.2 -0.2 -1.1 -0.399
C -2.3266 0.3671 -0.2833 -0.3 0.4 1.1 -0.387
C -2.0809 -0.6914 0.8112 0.8 -0.7 -1.1 -0.405
C -0.8748 -1.5848 0.4575 0.1 0.7 0.9 -0.417
C -0.4500 -2.4989 1.6211 0.6 -1.3 -0.9 -0.204
N 0.4005 -3.6078 1.1838 -0.5 0.5 0.1 -0.794
C 1.6927 -3.2331 1.0434 -0.4 -0.1 -0.3 0.249
C 2.6074 -3.2213 2.1078 -0.5 -0.1 1.1 -0.346
C 3.9196 -2.8835 1.9762 0.3 0.1 -0.3 0.005
N 4.4683 -2.5273 0.8095 0.5 0.1 0.4 -0.515
C 3.6121 -2.5086 -0.2063 0.7 0.3 -1.0 0.015
C 2.2873 -2.8301 -0.1712 -0.4 -0.3 0.3 -0.335
H 2.3225 -0.2785 2.4367 0.0 -0.2 0.1 0.223
H 0.8263 0.3222 3.2216 -0.1 -0.2 -0.1 0.164
H 2.3302 1.2327 3.3953 0.1 -0.1 0.1 0.145
H 1.4186 3.2118 2.2606 -0.2 0.1 0.3 0.158
H -0.1181 2.2634 2.3228 0.0 0.2 0.3 0.158
H 1.2922 3.3815 -0.1133 0.1 0.0 -0.2 0.202
H -0.2102 3.9656 0.5674 0.0 0.1 0.0 0.188
H 0.1569 1.1578 -0.5111 0.1 -0.1 -0.3 0.229
H -0.5901 2.4770 -1.4481 0.3 0.0 -0.3 0.183
H -2.4873 2.4919 -0.3209 -0.2 0.3 0.3 0.190
H -1.8419 1.8499 1.2051 0.0 0.1 0.2 0.189
H -3.3965 0.4677 -0.4669 -0.1 -0.1 -0.1 0.189
H -1.8582 0.0549 -1.2108 0.0 -0.1 -0.2 0.203
H -2.9330 -1.3628 0.8987 -0.3 0.1 0.3 0.191
H -1.8398 -0.2312 1.7669 -0.4 0.1 0.2 0.184
H -0.0310 -0.9179 0.2702 0.2 0.0 -0.3 0.185
H -1.0414 -2.1771 -0.4361 -0.2 -0.2 -0.1 0.196
H 0.0961 -1.8835 2.3507 -0.3 0.2 0.4 0.133
H -1.3442 -2.9257 2.0852 -0.2 0.1 0.2 0.158
H 2.2363 -3.4999 3.0866 -0.1 -0.1 0.1 0.198
H 4.5476 -2.9163 2.8590 0.3 0.1 0.0 0.162
H 4.0243 -2.2085 -1.1704 0.2 0.0 0.1 0.158
H 1.6841 -2.7786 -1.0603 -0.2 0.0 -0.3 0.202
Br -1.4501 -0.4762 -4.2073 -0.1 0.0 0.0 0.014
C -2.2014 1.0030 -5.2188 0.2 -0.2 0.0 -0.458
C -2.3807 2.2312 -4.3666 -0.2 0.1 0.0 -0.447
Br -3.9179 2.0731 -3.1842 0.1 0.0 0.0 -0.011
H -3.1359 0.6521 -5.6444 0.0 0.1 0.0 0.227
H -1.4891 1.1990 -6.0177 0.0 0.1 0.0 0.224
H -2.5843 3.0999 -4.9893 0.0 0.0 0.0 0.221
H -1.5207 2.4313 -3.7352 0.0 -0.1 0.0 0.235
```
Forces are in eV/Å.

**Maximum force**: 1.634 eV Å⁻¹
**DFT total energy**: -5958.60426 a.u.
**Highest occupied orbital energy**: -2.24 eV
**Total charge**: -1
**Energy above the lowest of the compared OMol25 structures with the same formula, charge and spin**: 0.00 kcal per mole



(5)
Formula: C16H27Cl2NO5S2
Source: OMol25
Level of theory: ωB97M-V with the def2-TZVPD basis set

Structure (XYZ):
```
53
Properties=species:S:1:pos:R:3:forces:R:3:nbo_charge:R:1
C -5.1056 1.2466 1.1849 -0.4 -0.1 -0.4 -0.654
C -3.7378 0.6989 0.6718 -0.2 -1.0 1.6 0.059
C -2.9871 -0.0660 1.8131 -0.9 0.3 -0.3 -0.076
O -2.5614 -1.3333 1.2768 1.1 0.5 -0.2 -0.554
C -1.3634 -1.7583 1.8240 0.5 -0.9 -2.1 0.804
O -1.1539 -1.7693 2.9757 -0.1 0.6 2.2 -0.547
C -0.3256 -2.2816 0.7908 -0.8 0.5 -0.3 -0.685
S 1.2484 -2.8309 1.5097 -0.2 -0.3 0.2 0.243
C 2.4579 -1.4514 1.4598 0.4 1.1 -0.8 -0.060
Cl 3.5763 -1.7270 2.8909 -0.5 -0.3 -0.3 -0.067
C 1.8337 -0.0245 1.6346 0.5 -0.9 -0.1 -0.474
C 1.6507 0.7778 0.3052 -1.8 1.6 1.6 0.116
C 2.7826 1.8473 0.2120 0.5 -0.2 0.0 -0.636
C 0.2951 1.5842 0.4491 0.1 0.2 -0.1 -0.609
N 1.4976 -0.0633 -0.8968 2.6 0.7 -0.5 -0.029
O 1.3262 0.6391 -1.9652 -1.2 -0.2 0.3 -0.360
C 2.6492 -1.0026 -1.1088 0.7 -2.3 -1.0 0.108
C 3.7197 -0.4351 -2.1103 -1.0 -1.2 -1.0 -0.642
C 2.1118 -2.3217 -1.7989 0.1 -0.1 0.2 -0.628
C 3.3733 -1.4416 0.2073 -0.7 1.0 0.3 -0.519
O -2.8399 1.7182 0.2230 -1.3 -0.7 -0.7 -0.496
C -3.2271 2.3378 -0.9266 -0.6 -0.7 -0.3 0.781
O -2.8333 3.4257 -1.1258 0.9 2.3 -0.3 -0.543
C -4.1004 1.6755 -2.0039 0.3 -1.7 1.1 -0.627
S -3.0602 0.4191 -2.8807 0.1 0.0 -0.4 -0.021
H -5.2923 2.2968 0.8972 0.3 -0.4 0.3 0.226
H -5.9299 0.6671 0.7212 0.4 0.2 0.2 0.213
H -5.2411 1.1070 2.2710 0.2 0.4 -0.4 0.221
H -3.9613 -0.0765 -0.0813 0.5 0.5 0.0 0.194
H -2.1385 0.5435 2.1670 -0.3 -0.4 -0.2 0.215
H -3.6840 -0.2384 2.6488 0.4 0.0 -0.2 0.181
H -0.7691 -3.1719 0.3035 0.3 0.4 0.2 0.257
H -0.2381 -1.5151 -0.0013 0.2 -0.3 0.3 0.270
H 0.9155 -0.1363 2.2331 0.2 0.2 -0.3 0.218
H 2.5541 0.5483 2.2436 -0.4 -0.3 -0.2 0.246
H 2.9078 2.2161 -0.8172 -0.1 -0.2 0.3 0.236
H 2.5444 2.7272 0.8403 -0.1 -0.6 -0.2 0.203
H 3.7440 1.4640 0.6027 -0.3 0.1 -0.6 0.234
H 0.4910 2.6705 0.4313 -0.2 -0.5 -0.1 0.214
H -0.4117 1.3596 -0.3631 0.4 0.0 0.2 0.233
H -0.2161 1.3823 1.4057 0.3 0.0 -0.3 0.185
H 4.6690 -1.0900 -2.0766 -2.1 1.1 -0.1 0.283
H 3.3026 -0.5202 -3.1375 -0.1 0.3 0.5 0.184
H 3.9885 0.6067 -1.9175 0.0 -0.5 0.0 0.222
H 1.0786 -2.2119 -2.1733 0.4 0.1 0.0 0.203
H 2.1511 -3.1859 -1.1098 -0.3 0.5 -0.2 0.207
H 2.7795 -2.5947 -2.6362 -0.4 0.3 0.3 0.218
H 3.8543 -2.4117 0.0076 -0.1 0.4 0.3 0.244
H 4.1690 -0.6994 0.4032 -0.2 -0.5 0.0 0.294
H -4.9639 1.1693 -1.5470 0.1 0.3 -0.5 0.231
H -4.3979 2.3975 -2.7712 0.2 -0.1 0.5 0.262
H -3.2270 -0.7549 -2.2152 -0.3 0.7 0.2 0.133
Cl 6.0949 -0.4125 -0.9406 2.7 0.4 1.3 -0.909
```
Forces are in eV/Å.

**Maximum force**: 3.061 eV Å⁻¹
**DFT total energy**: -2773.51943 a.u.
**Highest occupied orbital energy (spin up / spin down)**: -3.69 / -3.69 eV
**Multiplicity**: 2
**Total charge**: -1
**<S²>**: 0.75